Entry 1:
Here is a structure of composition C32H88HfI2N8O8 from the OMol25 dataset. Energies are from ωB97M-V/def2-TZVPD.

## Properties
LUMO energy = -0.1929 Ha
HOMO = -12.75 eV
HOMO-LUMO gap = 7.499 eV

ORCA input file:
```
! RIJCOSX wB97M-V def2-TZVPD def2/J DEFGRID3
* xyz 2 1
Hf 0.346 -1.428 -1.404
I -0.920 -1.599 -3.970
I -0.809 0.430 0.253
C -5.903 -1.226 -2.965
C -4.529 -1.352 -2.333
C -4.679 -1.099 -0.818
O -3.546 -1.628 -0.128
C -3.725 -1.266 1.221
N -3.878 -2.665 -2.620
H -6.556 -1.990 -2.579
H -6.007 -1.223 -4.099
H -6.303 -0.317 -2.541
H -3.771 -0.608 -2.582
H -5.582 -1.531 -0.448
H -4.650 0.008 -0.746
H -4.665 -1.729 1.681
H -3.634 -0.149 1.413
H -2.946 -1.761 1.811
H -4.142 -3.311 -1.882
H -4.288 -2.968 -3.516
C -0.959 4.533 -4.537
C -0.640 3.265 -3.691
C -1.903 2.488 -3.475
O -2.844 3.204 -2.710
C -4.119 2.648 -2.999
N 0.293 2.287 -4.401
H -0.140 5.241 -4.631
H -1.827 5.062 -4.150
H -1.288 4.180 -5.534
H -0.292 3.564 -2.745
H -1.762 1.451 -3.104
H -2.344 2.260 -4.487
H -4.565 2.788 -4.031
H -4.777 3.119 -2.269
H -4.038 1.567 -2.814
H -0.210 2.027 -5.258
H 1.069 2.861 -4.745
C -3.851 2.973 2.674
C -2.916 3.006 3.857
C -1.916 1.942 3.816
O -2.332 0.596 3.726
C -2.891 0.125 5.012
N -2.045 4.231 3.855
H -4.443 3.888 2.591
H -4.562 2.145 2.917
H -3.351 2.739 1.764
H -3.423 2.996 4.798
H -1.449 2.074 4.862
H -1.253 2.115 2.941
H -3.914 0.523 5.218
H -2.208 0.144 5.852
H -3.144 -0.938 4.820
H -2.473 5.045 3.389
H -1.782 4.493 4.810
C 4.922 2.193 1.046
C 4.276 0.825 1.092
C 4.573 0.247 2.408
O 4.167 -1.079 2.665
C 4.937 -1.760 3.562
N 2.868 0.767 0.883
H 4.606 2.682 0.104
H 6.012 2.168 1.048
H 4.537 2.845 1.836
H 4.847 0.327 0.313
H 4.052 0.859 3.148
H 5.647 0.412 2.542
H 4.772 -1.664 4.619
H 5.978 -1.526 3.402
H 4.815 -2.828 3.433
H 2.356 1.006 1.743
H 2.516 1.529 0.341
C 4.118 1.012 -2.913
C 2.930 0.035 -3.045
C 3.286 -1.347 -2.507
O 2.177 -2.237 -2.509
C 2.339 -3.506 -3.153
N 1.690 0.350 -2.185
H 4.468 1.105 -1.953
H 3.864 2.057 -3.239
H 4.943 0.715 -3.552
H 2.643 0.030 -4.121
H 3.611 -1.294 -1.474
H 4.117 -1.809 -3.095
H 1.490 -3.746 -3.794
H 2.487 -4.287 -2.464
H 3.203 -3.371 -3.846
H 2.020 0.878 -1.417
H 1.051 0.986 -2.746
C -0.477 -4.853 -2.013
C -1.301 -4.369 -0.871
C -1.222 -5.174 0.431
O -2.199 -4.710 1.381
C -3.610 -4.970 1.184
N -1.066 -2.956 -0.566
H 0.549 -4.872 -1.795
H -0.654 -4.384 -3.005
H -0.646 -5.894 -2.152
H -2.385 -4.419 -1.099
H -0.240 -5.174 0.903
H -1.389 -6.235 0.211
H -3.942 -5.704 0.425
H -4.178 -4.069 0.975
H -3.911 -5.515 2.100
H -1.992 -2.463 -0.884
H -1.183 -2.913 0.499
C 3.653 -3.626 0.768
C 2.169 -3.380 0.823
C 1.611 -3.597 2.270
O 0.289 -3.270 2.334
C -0.343 -3.431 3.646
N 1.652 -2.001 0.344
H 3.766 -4.534 1.395
H 4.078 -2.780 1.289
H 4.149 -3.698 -0.207
H 1.728 -4.069 0.104
H 2.173 -2.965 2.987
H 1.833 -4.628 2.543
H 0.179 -2.813 4.411
H -0.462 -4.483 3.928
H -1.398 -3.208 3.571
H 2.274 -1.182 0.561
H 0.857 -1.887 1.011
C 2.368 6.084 -0.829
C 2.528 4.803 -0.030
C 1.429 4.724 1.031
O 1.253 3.456 1.724
C 1.611 3.465 3.096
N 2.505 3.652 -0.913
H 2.456 6.955 -0.214
H 1.364 6.056 -1.222
H 3.129 6.157 -1.645
H 3.531 4.804 0.389
H 0.362 5.021 0.647
H 1.597 5.455 1.850
H 1.718 2.481 3.406
H 0.890 4.011 3.664
H 2.579 4.050 3.223
H 2.936 3.855 -1.759
H 1.556 3.395 -1.159
*
```

=====

Entry 2:
Here is a cluster of 10 separate species, C32H88N12O16 in total from the OMol25 dataset. Energies are from ωB97M-V/def2-TZVPD.

## Properties
LUMO energy = 0.0110 Ha
HOMO = -8.19 eV
HOMO-LUMO gap = 8.490 eV

ORCA input file:
```
! RIJCOSX wB97M-V def2-TZVPD def2/J DEFGRID3
* xyz 0 1
C 14.325 6.845 38.670
O 15.255 5.848 38.684
C 15.260 5.057 37.462
C 15.635 5.772 36.147
N 14.503 6.421 35.527
C 14.710 7.494 34.592
C 15.002 8.835 35.207
O 14.152 8.928 36.297
C 14.096 10.154 36.859
H 14.037 6.979 39.713
H 13.319 6.647 38.301
H 14.660 7.797 38.259
H 14.332 4.521 37.262
H 15.953 4.251 37.703
H 15.910 5.128 35.313
H 16.358 6.572 35.988
H 14.022 6.892 36.280
H 13.754 7.544 34.072
H 15.507 7.431 33.852
H 14.648 9.588 34.504
H 16.016 8.795 35.606
H 15.096 10.468 37.159
H 13.397 10.053 37.690
H 13.886 11.037 36.255
C 14.377 -10.814 31.175
O 13.480 -9.865 31.513
C 12.639 -9.081 30.626
C 13.620 -7.926 30.086
N 12.908 -6.910 29.351
C 11.988 -5.944 30.137
C 11.149 -5.083 29.222
O 11.779 -3.899 28.808
C 11.365 -3.310 27.550
H 14.942 -10.754 30.245
H 13.952 -11.817 31.222
H 15.127 -10.771 31.965
H 11.901 -8.699 31.332
H 12.101 -9.715 29.922
H 14.312 -8.470 29.443
H 14.245 -7.478 30.859
H 13.555 -6.349 28.815
H 12.595 -5.213 30.671
H 11.205 -6.453 30.700
H 10.207 -4.796 29.688
H 10.854 -5.585 28.301
H 10.485 -2.678 27.670
H 11.062 -4.032 26.792
H 12.200 -2.708 27.189
C 2.931 -2.940 29.606
O 3.754 -3.920 29.004
C 3.311 -4.770 27.842
C 3.270 -3.927 26.516
N 4.605 -3.353 26.316
C 4.643 -2.096 25.611
C 5.993 -1.728 25.037
O 6.819 -1.653 26.235
C 8.036 -1.103 25.976
H 2.391 -2.164 29.063
H 3.370 -2.384 30.435
H 2.141 -3.495 30.112
H 2.381 -5.170 28.247
H 4.035 -5.581 27.764
H 2.466 -3.193 26.557
H 2.869 -4.542 25.709
H 4.883 -3.197 27.274
H 4.404 -1.258 26.266
H 3.850 -1.884 24.894
H 5.983 -0.725 24.612
H 6.481 -2.345 24.283
H 8.558 -1.688 25.219
H 8.565 -1.107 26.929
H 7.935 -0.061 25.670
C 9.752 -1.475 30.006
O 10.976 -1.062 30.640
C 11.129 -1.235 32.072
C 12.377 -0.600 32.776
N 12.756 0.776 32.459
C 11.906 1.696 33.210
C 12.387 1.776 34.732
O 11.535 2.707 35.443
C 11.609 4.056 35.084
H 9.718 -2.562 30.075
H 9.574 -1.053 29.017
H 8.947 -0.874 30.429
H 11.065 -2.283 32.366
H 10.272 -0.717 32.502
H 13.294 -1.152 32.575
H 12.289 -0.704 33.857
H 12.653 0.911 31.464
H 10.850 1.450 33.090
H 12.121 2.685 32.805
H 13.328 2.313 34.851
H 12.272 0.852 35.298
H 11.040 4.664 35.787
H 11.127 4.304 34.139
H 12.631 4.429 35.018
N 11.855 1.467 29.638
C 11.074 2.534 29.654
N 11.657 3.538 29.001
O 10.037 2.519 30.297
H 11.438 0.617 29.989
H 12.458 1.254 28.856
H 11.015 4.253 28.693
H 12.629 3.410 28.755
N 7.770 -4.158 27.630
C 7.875 -5.243 26.994
N 7.012 -5.205 26.000
O 8.702 -6.057 27.162
H 8.353 -3.795 28.371
H 7.058 -3.530 27.285
H 6.787 -6.110 25.614
H 6.514 -4.326 25.979
N 6.656 -2.860 32.098
C 7.437 -3.896 32.162
N 7.365 -4.390 33.382
O 8.278 -4.171 31.431
H 6.802 -2.095 31.456
H 6.211 -2.737 32.996
H 8.032 -5.022 33.801
H 6.601 -4.183 34.009
N 8.548 0.208 35.222
C 8.044 1.382 35.101
N 7.950 1.997 36.290
O 7.733 1.824 34.029
H 8.362 -0.499 34.525
H 8.577 0.024 36.215
H 7.550 2.922 36.218
H 8.734 1.827 36.903
O 14.003 -2.581 28.882
C 14.480 -1.655 29.823
C 16.086 -1.522 29.670
O 16.611 -2.720 30.106
H 13.136 -2.869 29.176
H 13.918 -0.738 29.647
H 14.044 -2.151 30.690
H 16.610 -0.687 30.136
H 16.298 -1.629 28.606
H 17.248 -3.095 29.493
O 7.116 6.729 33.002
C 7.501 5.406 33.144
C 8.278 5.137 34.418
O 7.501 5.292 35.588
H 6.352 6.910 33.554
H 6.617 4.774 33.219
H 8.141 5.152 32.299
H 9.206 5.704 34.349
H 8.711 4.137 34.449
H 6.822 5.950 35.419
*
```

=====

Entry 3:
Here is a cluster of 8 separate species, C32H88N8O8 in total from the OMol25 dataset. Energies are from ωB97M-V/def2-TZVPD.

## Properties
LUMO energy = 0.0148 Ha
energy relative to the best compared isomer or geometry (same formula, charge and spin) = 148.7 kcal per mole
HOMO = -8.63 eV
HOMO-LUMO gap = 9.035 eV

ORCA input file:
```
! RIJCOSX wB97M-V def2-TZVPD def2/J DEFGRID3
* xyz 0 1
C 13.618 7.976 -6.673
O 13.489 9.118 -5.851
C 12.317 9.935 -6.243
C 12.360 11.374 -5.482
C 13.746 12.004 -5.634
N 12.166 11.214 -4.095
H 14.213 7.270 -6.094
H 13.942 8.212 -7.686
H 12.678 7.424 -6.651
H 12.282 10.091 -7.321
H 11.423 9.357 -6.010
H 11.517 12.053 -5.615
H 13.898 12.309 -6.670
H 14.508 11.294 -5.314
H 13.925 12.924 -5.077
H 12.590 11.920 -3.511
H 12.492 10.291 -3.845
C 18.183 15.936 -9.114
O 17.893 15.090 -8.122
C 19.034 14.444 -7.647
C 18.652 13.697 -6.396
C 18.072 14.478 -5.206
N 19.884 13.192 -5.793
H 18.829 15.599 -9.925
H 18.708 16.814 -8.739
H 17.253 16.297 -9.554
H 19.523 13.736 -8.315
H 19.795 15.197 -7.444
H 17.910 12.916 -6.565
H 17.213 15.013 -5.612
H 18.660 15.308 -4.816
H 17.794 13.812 -4.389
H 19.821 12.210 -6.020
H 19.803 13.188 -4.786
C 20.877 14.357 -11.067
O 20.778 13.006 -10.578
C 19.837 12.144 -11.248
C 19.840 10.703 -10.521
C 18.810 9.719 -10.992
N 19.473 10.857 -9.097
H 21.169 15.062 -10.289
H 19.871 14.691 -11.321
H 21.561 14.438 -11.912
H 18.823 12.543 -11.244
H 20.015 11.938 -12.303
H 20.852 10.348 -10.717
H 18.787 8.710 -10.582
H 18.800 9.580 -12.073
H 17.804 10.114 -10.856
H 18.751 11.536 -9.290
H 20.274 11.284 -8.655
C 16.785 14.265 -13.102
O 16.442 14.214 -11.703
C 15.688 13.015 -11.415
C 15.395 13.025 -9.956
C 14.524 14.090 -9.485
N 16.581 12.883 -9.145
H 15.923 14.340 -13.765
H 17.355 13.387 -13.406
H 17.452 15.096 -13.330
H 14.812 13.130 -12.054
H 16.389 12.279 -11.810
H 14.708 12.180 -9.914
H 14.933 15.048 -9.807
H 14.377 14.032 -8.406
H 13.556 14.111 -9.985
H 16.212 13.119 -8.235
H 17.255 13.596 -9.386
C 11.239 15.960 -11.673
O 11.137 17.329 -11.981
C 10.419 18.117 -11.001
C 10.576 19.580 -11.410
C 9.962 20.653 -10.552
N 10.153 19.885 -12.807
H 12.150 15.799 -11.098
H 11.475 15.353 -12.547
H 10.282 15.563 -11.334
H 9.363 17.846 -10.984
H 10.985 17.972 -10.082
H 11.661 19.569 -11.520
H 9.997 21.630 -11.035
H 10.411 20.705 -9.560
H 8.874 20.713 -10.521
H 10.214 20.893 -12.807
H 10.893 19.667 -13.460
C 17.878 14.011 -20.080
O 17.374 14.490 -18.824
C 16.312 15.405 -19.036
C 16.013 16.020 -17.632
C 15.538 15.111 -16.601
N 15.126 17.115 -17.888
H 18.567 13.188 -19.891
H 18.289 14.800 -20.711
H 17.154 13.537 -20.744
H 16.594 16.197 -19.730
H 15.397 14.929 -19.390
H 16.899 16.478 -17.191
H 14.830 15.539 -15.892
H 16.392 14.732 -16.039
H 14.960 14.333 -17.101
H 14.932 17.700 -17.088
H 14.224 16.766 -18.179
C 14.379 10.473 -15.030
O 15.470 9.655 -15.392
C 16.702 10.402 -15.284
C 17.091 11.468 -16.348
C 17.265 10.934 -17.718
N 18.342 12.001 -15.904
H 13.511 9.838 -14.850
H 14.146 11.121 -15.875
H 14.535 11.153 -14.192
H 16.803 10.786 -14.269
H 17.329 9.515 -15.372
H 16.423 12.325 -16.257
H 16.447 10.384 -18.183
H 17.936 10.083 -17.605
H 17.777 11.603 -18.410
H 18.560 12.970 -16.089
H 19.214 11.491 -15.917
C 12.619 17.787 -7.146
O 13.137 16.531 -6.865
C 14.371 16.607 -6.190
C 14.357 17.241 -4.769
C 15.714 17.774 -4.347
N 14.034 16.208 -3.759
H 12.208 18.189 -6.220
H 11.683 17.833 -7.702
H 13.333 18.510 -7.540
H 14.733 15.598 -5.996
H 15.200 17.005 -6.775
H 13.550 17.973 -4.750
H 15.981 18.775 -4.684
H 16.561 17.179 -4.688
H 15.805 17.922 -3.271
H 14.350 15.374 -4.233
H 14.673 16.314 -2.984
*
```